1.
# C23H32N6OS

A molecular structure, C23H32N6OS in a non-equilibrium geometry (ωB97M-V with the def2-TZVPD basis set, the Open Molecules 2025 dataset).

Cartesian coordinates (Å):
N1 -2.124 -0.014 0.495
C1 0.175 -3.637 0.540
C2 4.215 1.737 0.973
C3 -1.922 -2.167 1.075
C4 -6.042 0.272 1.839
H1 5.699 2.893 -2.433
H2 -4.088 1.338 1.710
H3 5.078 5.005 -2.164
H4 -3.655 -3.450 1.611
H5 -3.294 -1.785 3.771
H6 1.034 -3.340 0.667
C5 2.963 5.277 -1.839
O1 -6.026 -0.055 3.050
H7 1.834 2.431 -2.443
H8 4.170 1.338 -3.836
H9 3.951 0.987 0.138
H10 -6.354 1.122 1.551
H11 2.582 4.777 -2.832
H12 -0.301 -4.663 2.329
H13 5.203 1.846 1.033
H14 -3.652 -0.124 3.625
S1 -0.229 1.430 -0.880
H15 -6.547 -0.640 1.137
N2 2.465 1.799 -2.652
H16 3.655 1.757 1.724
H17 -2.290 -3.369 2.924
C6 3.547 3.080 0.193
H18 -5.973 -1.940 3.067
N3 -3.734 -0.929 1.772
H19 2.579 2.843 0.037
C7 -2.163 -4.740 1.158
C8 -2.461 -0.945 1.262
H20 2.125 4.981 -1.132
C9 1.004 -1.031 -0.977
H21 2.870 6.302 -2.099
H22 3.468 2.937 -3.833
C10 4.202 4.981 -1.570
C11 3.810 2.198 -3.290
H23 3.970 -2.316 -1.945
C12 -0.614 -4.901 1.010
H24 0.028 -3.837 -0.641
H25 -5.742 -1.129 4.625
H26 3.485 3.941 0.686
C13 1.281 0.314 -1.284
C14 -4.067 -0.942 3.035
C15 2.477 0.409 -2.147
C16 -2.682 -3.228 1.805
C17 2.902 -1.428 -1.829
N4 3.350 -0.430 -2.433
H27 4.583 5.437 -0.655
C18 -0.863 0.050 -0.022
H28 -2.372 -4.818 0.026
H29 -2.573 -5.514 1.722
N5 4.530 3.567 -1.013
H30 5.033 1.539 -1.694
C19 -0.502 -2.353 0.607
C20 -5.428 -1.136 3.466
H31 -0.241 -5.673 0.796
C21 -4.461 0.529 1.315
H32 -4.408 0.722 0.272
C22 4.923 2.658 -1.931
C23 -0.083 -1.299 -0.084
N6 2.037 -2.059 -1.034

**ΔE to the lowest compared entry with this formula, charge and spin**: 534.4 kcal per mole
**DFT total energy**: -1696.78108 a.u.
**Gap between HOMO and LUMO**: 7.7 eV
**Spin multiplicity**: 1



2.
# C7H10O

C7H10O in the gas phase in a non-equilibrium geometry (ωB97M-V with the def2-TZVPD basis set, the Open Molecules 2025 dataset).

Cartesian coordinates (Å):
C1 -0.271 -1.147 -0.696
C2 1.056 -1.123 0.187
C3 -1.390 0.086 -0.403
H1 -0.152 -1.163 -1.931
C4 1.633 0.001 -0.716
H2 -0.977 -1.976 -0.324
H3 1.837 2.015 0.194
O1 -2.140 -0.200 0.632
C5 0.748 0.010 1.367
H4 -0.824 2.261 0.180
H5 1.431 -0.393 2.371
H6 1.800 -0.060 -1.981
C6 -0.438 1.293 -0.257
C7 1.306 0.987 0.079
H7 -0.736 1.806 -1.409
H8 -0.528 0.232 1.378
H9 1.487 -2.059 0.531
H10 -2.082 0.290 -1.428

**ΔE to the lowest compared entry with this formula, charge and spin**: 260.7 kcal per mole
**DFT total energy**: -347.54769 a.u.
**Gap between HOMO and LUMO**: 5.6 eV
**Spin multiplicity**: 1



3.
# C28H34F8N7O4RuS2Se

A molecular structure, C28H34F8N7O4RuS2Se in a non-equilibrium geometry (ωB97M-V with the def2-TZVPD basis set, the Open Molecules 2025 dataset).

Cartesian coordinates (Å):
O1 0.535 1.515 -3.045
C1 -2.048 4.520 -1.608
C2 -1.397 0.414 3.015
F1 4.661 3.750 3.524
F2 2.782 5.142 4.923
H1 -0.240 2.210 -0.331
H2 2.595 -2.650 -2.525
F3 -2.057 0.661 -3.966
C3 -0.021 -1.521 3.919
Se1 5.634 -1.830 -0.578
C4 0.180 -3.558 -1.430
H3 -0.664 -0.052 5.352
N1 0.857 -3.817 -2.564
Ru1 0.753 -0.375 0.030
H4 -2.490 4.071 0.472
C5 -1.598 -1.855 2.013
N2 -2.392 2.279 -0.561
H5 -3.823 3.719 -0.643
F4 -0.910 1.142 -5.737
H6 3.913 -4.130 -3.970
C6 2.427 4.407 3.841
H7 0.833 -3.119 2.774
H8 -2.989 -4.893 -2.915
H9 -2.186 0.200 3.745
H10 -1.555 -2.998 -0.684
N3 -3.319 1.309 -0.670
C7 3.028 2.931 2.028
C8 -1.191 1.709 -0.490
C9 -0.127 -0.979 5.197
H11 -0.231 5.631 -1.958
H12 -1.468 -4.911 -3.804
H13 -2.846 -4.005 -4.445
H14 0.060 4.051 -1.251
N4 2.920 -0.691 -0.287
C10 0.524 -0.416 1.789
C11 3.375 3.690 3.125
H15 -0.749 1.198 3.411
H16 2.737 -4.223 -1.768
C12 -1.871 -3.043 -2.772
S1 0.562 0.234 -3.714
C13 -1.005 0.282 -4.709
O2 1.329 2.150 0.544
H17 -2.736 -2.441 -2.493
H18 -1.261 -2.391 -3.400
S2 0.906 -3.477 0.075
H19 2.402 -3.737 -4.785
H20 0.371 -1.155 7.274
C14 1.300 -3.324 4.854
C15 1.175 -2.780 6.126
H21 1.868 -4.234 4.701
C16 -0.617 4.907 -1.238
H22 -1.104 -2.790 1.759
C17 -0.625 -0.870 2.678
C18 1.112 4.349 3.422
C19 -2.320 -4.287 -3.530
H23 0.407 -3.467 -3.398
N5 -1.361 0.410 -0.580
H24 -1.871 0.800 2.110
C20 3.984 -1.144 -0.383
F5 0.168 5.046 4.090
C21 2.315 -3.699 -2.623
H25 -2.642 5.440 -1.666
C22 0.766 3.588 2.326
F6 -0.537 3.596 1.932
N6 -2.686 0.195 -0.668
C23 0.463 -1.603 6.290
C24 -2.741 3.689 -0.519
C25 2.832 -4.264 -3.930
H26 -1.468 2.941 -2.993
O3 0.315 -0.906 -2.843
N7 -1.162 -3.354 -1.540
H27 -3.119 3.531 -3.232
C26 -2.101 3.831 -2.970
H28 -1.998 -1.417 1.097
F7 -1.301 -0.926 -5.231
H29 1.643 -3.262 6.976
H30 2.603 -5.329 -4.026
H31 -0.568 5.353 -0.242
C27 0.711 -2.700 3.766
O4 1.565 0.041 -4.729
C28 1.687 2.827 1.553
H32 1.267 0.137 2.393
H33 -1.733 4.507 -3.744
H34 -2.433 -2.060 2.691
F8 3.997 2.278 1.374

**ΔE to the lowest compared entry with this formula, charge and spin**: 22.7 kcal per mole
**DFT total energy**: -5863.26158 a.u.
**⟨S²⟩**: 0.79
**Gap between HOMO and LUMO (alpha / beta)**: 6.1 / 6.3 eV
**Charge**: -2
**Spin multiplicity**: 2



4.
# C16H6Br2F5NO2SbSe4Tc

A molecular structure, C16H6Br2F5NO2SbSe4Tc (ωB97M-V with the def2-TZVPD basis set, the Open Molecules 2025 dataset).

Cartesian coordinates (Å):
Se1 4.308 0.420 2.483
Br1 0.430 0.439 5.219
Br2 0.828 5.831 3.618
H1 -0.916 1.509 -2.234
Se2 3.437 2.889 -0.667
Sb1 4.576 0.961 0.196
H2 0.561 5.589 0.855
H3 0.729 3.360 5.172
C1 0.618 3.067 4.138
N1 0.191 1.790 0.225
Tc1 -0.021 -0.257 0.267
O1 0.175 0.019 2.164
C2 0.459 1.709 3.827
C3 -2.111 -2.458 0.537
F1 -2.254 -4.651 1.386
Se3 1.912 -0.697 -0.749
C4 0.485 3.641 1.788
C5 -4.230 -3.500 0.826
H4 0.272 4.683 -1.422
C6 0.332 1.293 2.523
C7 0.630 4.005 3.145
F2 -6.161 -2.296 0.240
C8 -0.003 2.105 -2.172
H5 -0.050 2.920 -2.891
O2 -1.931 -0.240 -0.307
C9 -4.829 -2.350 0.334
H6 0.842 1.465 -2.418
F3 -4.978 -4.544 1.199
C10 -2.667 -1.279 0.037
Se4 6.047 -0.246 -1.211
F4 -0.751 -2.501 0.606
F5 -4.681 -0.173 -0.519
C11 -2.853 -3.553 0.925
C12 -4.068 -1.265 -0.053
C13 0.287 4.026 -0.564
C14 0.450 4.526 0.691
C15 0.346 2.274 1.500
C16 0.171 2.639 -0.789

**ΔE to the lowest compared entry with this formula, charge and spin**: 0.0 kcal per mole
**DFT total energy**: -16392.82209 a.u.
**⟨S²⟩**: 0.76
**Gap between HOMO and LUMO (alpha / beta)**: 6.0 / 5.9 eV
**Charge**: -1
**Spin multiplicity**: 2